# 1
A single C4H9NOS molecule in a non-equilibrium geometry. Source: OMol25; level of theory: ωB97M-V with the def2-TZVPD basis set.

```
16
Properties=species:S:1:pos:R:3
C -1.62195 1.35578 1.18399
N -0.84884 1.63579 -0.03004
C 0.19592 0.91515 -0.52012
O 1.02561 1.46573 -1.22467
C 0.44685 -0.51312 -0.08371
C 0.97932 -1.46295 -1.14397
S 0.92033 -3.20896 -0.61812
H -1.66851 0.28536 1.33631
H -2.54358 1.92716 1.13471
H -1.09223 1.76388 2.05806
H -0.76728 2.61335 -0.21648
H 1.19185 -0.42699 0.70834
H -0.49837 -0.87572 0.33642
H 2.03773 -1.23287 -1.27508
H 0.59290 -1.27912 -2.14512
H 1.65025 -2.96248 0.49949
```

E_HOMO = -9.11 eV
maximum force = 1.54 eV/A
E = -685.98954 a.u.
2S+1 = 1
gap between HOMO and LUMO = 9.87 eV
total charge = 0
relative energy (zero: lowest compared OMol25 entry of this formula, charge and spin) = 18.5 kcal per mole


# 2
A single C4H9NOS molecule in a non-equilibrium geometry. Source: OMol25; level of theory: ωB97M-V with the def2-TZVPD basis set.

```
16
Properties=species:S:1:pos:R:3
C 0.64466 -0.19583 -1.42455
C 0.09576 -1.59398 -1.13131
C 0.55337 0.60086 -0.19355
C -0.90242 1.78387 1.08018
N -1.03878 -1.37438 1.24004
O -0.62599 1.25554 -0.16191
S -1.50743 -1.52022 -0.21370
H 1.76294 -0.35067 -1.83767
H 0.07660 0.23400 -2.31574
H 0.26809 -2.16528 -2.07079
H 0.84796 -1.94887 -0.34622
H 1.19139 0.56985 0.59782
H -1.88258 2.32783 1.09404
H -0.23122 2.64714 1.24560
H -0.93362 1.01239 1.92622
H -0.43805 -2.19828 1.39669
```

E_HOMO (spin up / spin down) = -7.96 / -6.97 eV
maximum force = 3.95 eV/A
E = -685.81434 a.u.
2S+1 = 1
gap between HOMO and LUMO (spin up / spin down) = 8.68 / 6.49 eV
total charge = 0
relative energy (zero: lowest compared OMol25 entry of this formula, charge and spin) = 128.4 kcal per mole


# 3
2 unconnected molecules or ions with the total composition C4H9NOS in a non-equilibrium geometry. Source: OMol25; level of theory: ωB97M-V with the def2-TZVPD basis set.

```
16
Properties=species:S:1:pos:R:3
C -0.02591 -0.15251 1.82738
C 0.65697 0.85171 0.91899
C 1.08324 0.00461 -0.26993
S 2.44190 -1.09444 0.15151
C -2.15887 0.11382 -0.76893
N -2.33269 0.41082 -2.13452
O -2.30154 0.96897 0.03792
H 0.00074 -0.09862 2.91622
H -1.04644 -0.30767 1.32879
H -0.05937 1.61685 0.59599
H 1.53216 1.38030 1.31671
H 0.20611 -0.74736 -0.44243
H 1.24993 0.40397 -1.27508
H 0.42732 -1.16306 1.75898
H -1.97606 1.26673 -2.52378
H -2.76516 -0.31381 -2.67130
```

E_HOMO = -7.26 eV
maximum force = 3.43 eV/A
E = -685.77921 a.u.
2S+1 = 1
gap between HOMO and LUMO = 3.65 eV
total charge = 0
relative energy (zero: lowest compared OMol25 entry of this formula, charge and spin) = 150.4 kcal per mole


# 4
A single C4H9NOS molecule in a non-equilibrium geometry. Source: OMol25; level of theory: ωB97M-V with the def2-TZVPD basis set.

```
16
Properties=species:S:1:pos:R:3
C 2.59055 0.10982 -0.76719
N 1.31419 0.05056 -1.48722
C 0.04553 0.09577 -0.68565
C -0.52949 -1.27754 -0.90374
O -1.02654 -1.85983 0.03897
C 0.15121 0.58254 0.75236
S -1.44428 0.97807 1.49556
H 3.29612 0.29567 -1.59393
H 2.78428 -0.85090 -0.28740
H 2.74876 1.03411 -0.13339
H 1.21381 0.53200 -2.35941
H -0.52336 0.86032 -1.26668
H -0.31024 -1.87973 -1.81289
H 0.57990 1.57804 0.71880
H 0.90971 -0.04656 1.23067
H -2.05627 -0.19364 1.14889
```

E_HOMO = -8.87 eV
maximum force = 3.30 eV/A
E = -685.93490 a.u.
2S+1 = 1
gap between HOMO and LUMO = 9.59 eV
total charge = 0
relative energy (zero: lowest compared OMol25 entry of this formula, charge and spin) = 52.7 kcal per mole


# 5
A gas-phase ion, C4H9NOS (charge +1) in a non-equilibrium geometry. Source: OMol25; level of theory: ωB97M-V with the def2-TZVPD basis set.

```
16
Properties=species:S:1:pos:R:3
C 0.08031 -0.34288 -0.17146
C -1.44166 -0.15665 -0.38865
S -1.60199 -0.49948 -2.17082
C 0.48993 0.66490 0.92968
N 1.69791 0.40723 1.50576
C 2.46640 -0.82702 1.56187
O -0.11972 1.66284 1.19954
H 0.45609 -1.35602 -0.26946
H 0.64640 0.18602 -0.98253
H -1.99675 -0.87481 0.21352
H -1.82945 0.85376 -0.30261
H -1.93076 -1.80479 -1.87780
H 2.19150 1.22585 1.82872
H 3.35063 -0.65798 2.16316
H 1.92304 -1.63083 2.08857
H 2.72515 -1.23333 0.58191
```

E_HOMO (spin up / spin down) = -13.74 / -13.67 eV
maximum force = 2.66 eV/A
E = -685.64771 a.u.
2S+1 = 2
gap between HOMO and LUMO (spin up / spin down) = 9.57 / 4.76 eV
total charge = +1
relative energy (zero: lowest compared OMol25 entry of this formula, charge and spin) = 12.8 kcal per mole


# 6
A single C4H9NOS2 molecule in a non-equilibrium geometry. Source: OMol25; level of theory: ωB97M-V with the def2-TZVPD basis set.

```
17
Properties=species:S:1:pos:R:3
C -1.64695 -1.57386 0.56328
O -1.36947 -0.35354 -0.33705
C -0.55265 0.76622 0.42708
C -0.22845 1.83624 -0.50069
S 1.05136 0.28202 1.43776
C 1.91890 -0.21193 0.13401
N 1.30326 -0.87900 -0.83145
S 3.60626 -0.27287 0.15548
H -0.88482 -1.99737 1.12102
H -1.99022 -0.96471 1.33996
H -2.26844 -2.25124 -0.10389
H -1.22171 0.96166 1.26548
H 1.02883 1.85309 -0.88602
H -0.99724 1.97574 -1.32991
H -0.30401 2.91815 0.03757
H 0.28292 -1.14505 -0.92253
H 2.27240 -0.94354 -1.57009
```

E_HOMO = -8.32 eV
maximum force = 5.41 eV/A
E = -1084.02527 a.u.
2S+1 = 1
gap between HOMO and LUMO = 8.61 eV
total charge = 0
relative energy (zero: lowest compared OMol25 entry of this formula, charge and spin) = 107.3 kcal per mole


# 7
A single C4H9NOS2 molecule in a non-equilibrium geometry. Source: OMol25; level of theory: ωB97M-V with the def2-TZVPD basis set.

```
17
Properties=species:S:1:pos:R:3
C 1.33915 1.42505 -0.31952
C 2.30079 0.85274 0.71247
C -0.66758 -0.05872 -0.11498
C -2.67375 -1.85250 0.27128
N -0.04914 1.12678 -0.07578
O 2.22528 -1.29652 -0.89195
S -2.35654 -0.05634 0.23880
S 2.74356 -0.99788 0.50327
H 1.60906 2.45828 -0.32721
H 1.55513 1.11094 -1.37892
H 3.25640 1.38640 0.55657
H 1.95898 0.87057 1.79594
H -0.37747 -1.00284 -0.81461
H -2.11600 -2.49322 0.93566
H -2.59005 -2.21022 -0.78456
H -3.62417 -1.94498 0.59038
H -0.60566 1.89494 0.30717
```

E_HOMO (spin up / spin down) = -8.63 / -5.64 eV
maximum force = 4.40 eV/A
E = -1084.04106 a.u.
2S+1 = 1
gap between HOMO and LUMO (spin up / spin down) = 9.33 / 4.83 eV
total charge = 0
relative energy (zero: lowest compared OMol25 entry of this formula, charge and spin) = 97.4 kcal per mole


# 8
A molecular structure, C4H9NP in a non-equilibrium geometry. Source: OMol25; level of theory: ωB97M-V with the def2-TZVPD basis set.

```
15
Properties=species:S:1:pos:R:3
C 0.88231 0.01657 2.24735
C -0.85093 1.58508 -0.28466
C 1.47105 -0.19656 -0.95676
C -1.07710 -1.37017 0.06745
N 1.28394 -0.02364 3.30430
P 0.03211 0.05709 0.10407
H -0.15529 2.36425 -0.59927
H -1.41922 1.93699 0.57865
H -1.55155 1.36912 -1.09591
H 1.15534 -0.21442 -2.00156
H 1.95093 -1.14495 -0.70920
H 2.19047 0.61059 -0.81768
H -1.36347 -1.57458 -0.96655
H -1.97518 -1.16916 0.65297
H -0.57340 -2.24622 0.47681
```

E_HOMO = -16.43 eV
maximum force = 6.97 eV/A
E = -553.59346 a.u.
2S+1 = 1
gap between HOMO and LUMO = 10.78 eV
total charge = +1
relative energy (zero: lowest compared OMol25 entry of this formula, charge and spin) = 35.0 kcal per mole


# 9
2 unconnected molecules or ions with the total composition C4H9NS in a non-equilibrium geometry. Source: OMol25; level of theory: ωB97M-V with the def2-TZVPD basis set.

```
15
Properties=species:S:1:pos:R:3
C -1.21348 0.86961 -0.43311
C -1.91047 1.48147 0.64965
C 0.60521 -2.36011 -0.20192
C 0.54446 -0.80617 -0.17808
N -0.41753 -0.13806 -0.34824
S 3.18295 0.90783 0.24507
H -1.37484 1.19429 -1.50521
H -1.33069 1.29978 1.48224
H -2.03214 2.51075 0.52233
H -2.84591 0.97471 0.73374
H 1.49848 -2.70600 0.45110
H 0.98934 -2.55826 -1.22835
H -0.37831 -2.65922 -0.04295
H 2.19612 0.07324 0.01159
H 2.48680 1.91612 -0.15787
```

E_HOMO = -7.44 eV
maximum force = 4.65 eV/A
E = -610.62304 a.u.
2S+1 = 1
gap between HOMO and LUMO = 8.11 eV
total charge = 0
relative energy (zero: lowest compared OMol25 entry of this formula, charge and spin) = 82.0 kcal per mole


# 10
A single C4H9NS molecule in a non-equilibrium geometry. Source: OMol25; level of theory: ωB97M-V with the def2-TZVPD basis set.

```
15
Properties=species:S:1:pos:R:3
C 0.13220 1.79833 -0.01525
C 0.05828 0.25176 -0.00502
S 1.66633 -0.59090 -0.07658
C -0.94903 -0.27749 -1.02531
N -1.89362 -0.43352 0.02566
C -0.87460 -0.28684 1.08998
H 0.46539 2.11673 0.94180
H 0.86001 2.12887 -0.75042
H -0.83773 2.16992 -0.37535
H 2.09568 0.29282 0.82224
H -1.33732 0.35516 -1.83309
H -0.75926 -1.23132 -1.50306
H -2.34345 -1.32196 -0.03165
H -0.47606 -1.19562 1.56697
H -1.27422 0.25983 1.94182
```

E_HOMO = -8.82 eV
maximum force = 1.98 eV/A
E = -610.69349 a.u.
2S+1 = 1
gap between HOMO and LUMO = 9.72 eV
total charge = 0
relative energy (zero: lowest compared OMol25 entry of this formula, charge and spin) = 37.8 kcal per mole